Here is a molecular structure, C7H9N7OPtSe4 at a distorted geometry from the OMol25 dataset. Energies are from ωB97M-V/def2-TZVPD.

Calculated values
**Maximum force**: 1.766 eV/A
**HOMO-LUMO gap (alpha / beta)**: 4.570 / 5.376 eV
**E_LUMO (alpha / beta)**: -1.017 / -1.067 eV
**Relative energy (zero: lowest compared OMol25 entry of this formula, charge and spin)**: 6.0 kcal/mol

ORCA input file:
```
! RIJCOSX wB97M-V def2-TZVPD def2/J DEFGRID3
* xyz 0 3
Pt -1.07 -0.89 2.26
Se -2.66 -0.71 4.10
Se -2.56 -2.48 5.48
Se -0.90 -4.15 4.48
Se -0.11 -3.12 2.66
N 2.10 -0.71 -4.08
C 2.61 -0.45 -2.84
O 3.74 -0.02 -2.70
C 1.71 -0.67 -1.69
C 2.24 -0.47 -0.41
C 1.45 -0.65 0.70
N 0.17 -1.03 0.60
C -0.37 -1.19 -0.62
C 0.35 -1.02 -1.78
H 2.72 -0.61 -4.86
H 1.24 -1.22 -4.22
H 3.28 -0.21 -0.31
H 1.83 -0.53 1.71
H -1.41 -1.50 -0.64
H -0.14 -1.20 -2.72
N -0.67 3.71 -0.33
N -1.29 2.75 0.39
N -2.57 2.77 0.64
C -2.72 1.72 1.44
N -1.55 1.10 1.63
N -0.65 1.77 0.95
H -1.30 4.19 -0.96
H 0.20 3.40 -0.73
H -3.66 1.43 1.87
*
```

How positive or negative is each atom? The Löwdin charges in e answer that:
1. Pt 0.352
2. Se -0.090
3. Se -0.082
4. Se -0.085
5. Se -0.039
6. N 0.175
7. C -0.499
8. O 0.073
9. C -0.109
10. C 0.031
11. C -0.134
12. N -0.212
13. C -0.126
14. C 0.007
15. H 0.117
16. H 0.088
17. H 0.126
18. H 0.115
19. H 0.119
20. H 0.107
21. N 0.140
22. N -0.277
23. N 0.138
24. C -0.184
25. N -0.166
26. N 0.090
27. H 0.111
28. H 0.110
29. H 0.105